{
  "formula": "C51H144N12O15",
  "method": "ωB97M-V with the def2-TZVPD basis set",
  "elements": ["C", "C", "C", "O", "C", "N", "H", "H", "H", "H", "H", "H", "H", "H", "H", "H", "H", "C", "C", "C", "O", "C", "N", "H", "H", "H", "H", "H", "H", "H", "H", "H", "H", "H", "C", "C", "C", "O", "C", "N", "H", "H", "H", "H", "H", "H", "H", "H", "H", "H", "H", "C", "C", "C", "O", "C", "N", "H", "H", "H", "H", "H", "H", "H", "H", "H", "H", "H", "C", "C", "C", "O", "C", "N", "H", "H", "H", "H", "H", "H", "H", "H", "H", "H", "H", "C", "C", "C", "O", "C", "N", "H", "H", "H", "H", "H", "H", "H", "H", "H", "H", "H", "C", "C", "C", "O", "C", "N", "H", "H", "H", "H", "H", "H", "H", "H", "H", "H", "H", "C", "C", "C", "O", "C", "N", "H", "H", "H", "H", "H", "H", "H", "H", "H", "H", "H", "C", "C", "C", "O", "C", "N", "H", "H", "H", "H", "H", "H", "H", "H", "H", "H", "H", "C", "C", "C", "O", "C", "N", "H", "H", "H", "H", "H", "H", "H", "H", "H", "H", "H", "C", "C", "C", "O", "C", "N", "H", "H", "H", "H", "H", "H", "H", "H", "H", "H", "H", "C", "C", "C", "O", "C", "N", "H", "H", "H", "H", "H", "H", "H", "H", "H", "H", "H", "C", "O", "H", "H", "H", "H", "C", "O", "H", "H", "H", "H", "C", "O", "H", "H", "H", "H"],
  "positions_angstrom": [[-14.738, 2.462, -20.917], [-14.115, 3.731, -20.283], [-13.622, 4.686, -21.359], [-12.676, 4.131, -22.243], [-11.353, 4.052, -21.753], [-15.040, 4.398, -19.378], [-15.295, 1.829, -20.226], [-13.953, 1.884, -21.408], [-15.489, 2.711, -21.676], [-13.299, 3.376, -19.646], [-13.191, 5.630, -21.002], [-14.503, 4.961, -21.952], [-11.175, 3.138, -21.185], [-11.072, 4.947, -21.190], [-10.714, 4.054, -22.638], [-15.300, 3.717, -18.674], [-15.905, 4.703, -19.810], [-12.674, 3.771, -26.809], [-12.816, 2.278, -26.528], [-12.401, 1.952, -25.106], [-12.132, 0.566, -25.036], [-11.774, 0.176, -23.732], [-14.162, 1.797, -26.854], [-11.625, 4.071, -26.840], [-13.174, 4.394, -26.061], [-13.090, 4.075, -27.772], [-12.115, 1.735, -27.172], [-13.179, 2.298, -24.414], [-11.470, 2.483, -24.870], [-10.889, 0.689, -23.339], [-11.581, -0.896, -23.692], [-12.584, 0.379, -23.023], [-14.808, 2.318, -26.267], [-14.264, 0.823, -26.581], [-19.462, 3.777, -25.487], [-18.543, 3.690, -24.248], [-17.062, 3.547, -24.587], [-16.681, 2.393, -25.308], [-16.962, 1.130, -24.688], [-18.766, 4.843, -23.387], [-19.188, 3.014, -26.228], [-19.292, 4.720, -26.013], [-20.525, 3.652, -25.291], [-18.799, 2.797, -23.672], [-16.417, 3.665, -23.705], [-16.662, 4.391, -25.161], [-16.512, 0.363, -25.318], [-18.045, 1.032, -24.643], [-16.402, 1.094, -23.748], [-19.757, 4.875, -23.180], [-18.501, 5.675, -23.914], [-16.944, -2.848, -22.696], [-16.495, -3.955, -23.654], [-15.110, -4.508, -23.313], [-14.175, -3.469, -23.125], [-12.830, -3.906, -23.220], [-17.545, -5.005, -23.632], [-17.263, -3.215, -21.717], [-17.865, -2.364, -23.036], [-16.223, -2.033, -22.630], [-16.541, -3.570, -24.672], [-14.800, -5.247, -24.063], [-15.147, -5.106, -22.391], [-12.693, -4.599, -24.055], [-12.611, -4.458, -22.297], [-12.110, -3.095, -23.303], [-17.380, -5.574, -22.796], [-17.252, -5.708, -24.319], [-12.479, -2.432, -26.903], [-13.949, -1.991, -26.815], [-14.925, -3.094, -27.140], [-14.650, -3.622, -28.429], [-15.564, -4.632, -28.759], [-14.214, -1.494, -25.443], [-12.200, -2.534, -27.957], [-12.370, -3.353, -26.331], [-11.817, -1.639, -26.560], [-14.126, -1.157, -27.501], [-15.935, -2.672, -27.143], [-14.892, -3.896, -26.391], [-15.349, -5.509, -28.129], [-15.469, -4.949, -29.795], [-16.608, -4.347, -28.583], [-14.046, -2.323, -24.869], [-13.513, -0.819, -25.153], [-7.843, -1.213, -23.636], [-6.642, -1.132, -22.708], [-5.651, -2.282, -23.011], [-6.138, -3.558, -22.628], [-6.046, -3.781, -21.251], [-5.997, 0.152, -22.839], [-8.420, -2.119, -23.442], [-7.457, -1.249, -24.658], [-8.475, -0.350, -23.426], [-7.091, -1.222, -21.715], [-4.641, -2.124, -22.616], [-5.490, -2.284, -24.093], [-6.426, -4.762, -20.969], [-6.714, -3.077, -20.730], [-5.043, -3.626, -20.836], [-5.322, 0.397, -22.128], [-5.507, 0.244, -23.723], [-16.238, 8.518, -26.374], [-16.330, 7.214, -25.548], [-15.036, 6.800, -24.884], [-14.126, 6.272, -25.843], [-12.771, 6.416, -25.496], [-17.347, 7.399, -24.499], [-15.946, 9.342, -25.724], [-17.235, 8.701, -26.779], [-15.590, 8.417, -27.247], [-16.648, 6.421, -26.229], [-15.228, 6.009, -24.149], [-14.533, 7.635, -24.381], [-12.398, 7.446, -25.529], [-12.226, 5.856, -26.259], [-12.539, 5.995, -24.513], [-18.193, 7.830, -24.864], [-17.066, 8.124, -23.840], [-7.985, 7.179, -24.921], [-8.424, 7.641, -26.316], [-9.872, 7.266, -26.604], [-10.178, 5.890, -26.574], [-9.363, 5.146, -27.458], [-8.324, 9.108, -26.395], [-6.982, 7.524, -24.661], [-8.013, 6.092, -24.779], [-8.613, 7.513, -24.089], [-7.729, 7.353, -27.105], [-10.121, 7.671, -27.594], [-10.559, 7.808, -25.952], [-9.461, 5.550, -28.470], [-9.659, 4.101, -27.522], [-8.303, 5.162, -27.191], [-7.434, 9.471, -26.077], [-8.984, 9.539, -25.750], [-16.017, 9.813, -30.829], [-15.450, 8.483, -31.343], [-14.803, 7.688, -30.204], [-13.737, 8.368, -29.619], [-13.402, 7.805, -28.359], [-16.468, 7.704, -32.092], [-15.292, 10.393, -30.263], [-16.843, 9.576, -30.151], [-16.444, 10.399, -31.642], [-14.653, 8.623, -32.077], [-14.479, 6.715, -30.616], [-15.581, 7.340, -29.509], [-13.318, 6.719, -28.502], [-14.202, 7.965, -27.631], [-12.436, 8.143, -27.998], [-17.076, 7.243, -31.403], [-15.899, 6.882, -32.328], [-16.151, 5.000, -28.070], [-17.536, 4.378, -28.390], [-18.027, 4.966, -29.704], [-17.955, 6.395, -29.660], [-18.943, 7.025, -28.866], [-17.302, 2.927, -28.550], [-16.259, 6.016, -27.678], [-15.458, 5.014, -28.912], [-15.687, 4.385, -27.296], [-18.194, 4.549, -27.538], [-19.016, 4.643, -30.039], [-17.314, 4.710, -30.492], [-19.966, 6.740, -29.134], [-18.902, 8.089, -29.097], [-18.737, 6.794, -27.818], [-16.516, 2.810, -29.184], [-16.969, 2.588, -27.652], [-8.504, -1.627, -29.495], [-8.753, -0.119, -29.441], [-7.896, 0.573, -28.351], [-8.157, 0.084, -27.060], [-9.514, 0.219, -26.675], [-8.417, 0.512, -30.760], [-8.827, -2.089, -28.561], [-7.436, -1.785, -29.647], [-9.057, -2.059, -30.329], [-9.782, 0.208, -29.283], [-8.119, 1.646, -28.393], [-6.833, 0.406, -28.530], [-10.106, -0.523, -27.211], [-9.856, 1.236, -26.899], [-9.569, 0.080, -25.599], [-7.554, 0.042, -31.031], [-9.098, 0.120, -31.408], [-11.244, -3.149, -18.533], [-10.616, -3.397, -19.909], [-9.691, -2.262, -20.329], [-10.447, -1.100, -20.644], [-9.657, 0.081, -20.641], [-9.978, -4.717, -19.948], [-11.977, -2.342, -18.608], [-10.478, -2.878, -17.799], [-11.734, -4.034, -18.129], [-11.421, -3.310, -20.647], [-9.028, -2.458, -21.176], [-8.983, -2.078, -19.506], [-10.166, 0.837, -21.234], [-8.684, -0.060, -21.114], [-9.464, 0.442, -19.629], [-10.611, -5.434, -19.611], [-9.283, -4.698, -19.201], [-13.994, 0.678, -30.330], [-14.390, 1.912, -29.763], [-14.749, -0.089, -30.145], [-13.826, 0.785, -31.403], [-12.996, 0.439, -29.939], [-14.343, 1.883, -28.794], [-10.821, 2.794, -29.743], [-9.493, 3.141, -30.046], [-10.899, 2.175, -28.840], [-11.444, 3.675, -29.581], [-11.313, 2.274, -30.573], [-8.992, 2.358, -30.345], [-13.648, -1.146, -20.762], [-12.848, -0.367, -19.870], [-13.072, -1.276, -21.682], [-13.743, -2.166, -20.368], [-14.641, -0.753, -20.957], [-11.945, -0.731, -19.999]],
  "lowdin_charge": [-0.05, -0.42, -0.21, -0.21, -0.09, 0.03, 0.08, 0.06, 0.06, 0.14, 0.13, 0.12, 0.08, 0.09, 0.08, 0.07, 0.07, -0.04, -0.38, -0.18, -0.22, -0.10, 0.09, 0.06, 0.06, 0.09, 0.11, 0.14, 0.13, 0.08, 0.08, 0.08, 0.06, 0.06, -0.05, -0.42, -0.19, -0.25, -0.06, 0.04, 0.07, 0.06, 0.08, 0.12, 0.11, 0.11, 0.07, 0.09, 0.09, 0.07, 0.02, -0.06, -0.42, -0.21, -0.23, -0.10, 0.03, 0.08, 0.08, 0.06, 0.12, 0.12, 0.13, 0.09, 0.09, 0.07, 0.07, 0.07, -0.03, -0.40, -0.21, -0.18, -0.12, 0.08, 0.08, 0.08, 0.05, 0.12, 0.13, 0.12, 0.09, 0.09, 0.09, 0.04, 0.03, -0.06, -0.46, -0.19, -0.17, -0.12, 0.04, 0.08, 0.08, 0.06, 0.10, 0.12, 0.13, 0.09, 0.06, 0.09, 0.07, 0.08, -0.03, -0.41, -0.17, -0.21, -0.13, 0.03, 0.09, 0.07, 0.04, 0.08, 0.11, 0.13, 0.08, 0.05, 0.11, 0.08, 0.09, -0.06, -0.43, -0.22, -0.22, -0.09, 0.02, 0.07, 0.07, 0.08, 0.13, 0.13, 0.11, 0.10, 0.06, 0.09, 0.07, 0.07, -0.05, -0.42, -0.25, -0.15, -0.08, 0.04, 0.07, 0.07, 0.07, 0.13, 0.13, 0.10, 0.09, 0.05, 0.08, 0.04, 0.07, -0.05, -0.39, -0.17, -0.25, -0.09, 0.06, 0.04, 0.09, 0.07, 0.09, 0.13, 0.13, 0.09, 0.09, 0.07, 0.05, 0.04, -0.04, -0.42, -0.20, -0.18, -0.08, 0.03, 0.08, 0.08, 0.08, 0.11, 0.11, 0.13, 0.07, 0.08, 0.07, 0.08, 0.09, -0.04, -0.42, -0.18, -0.22, -0.06, 0.04, 0.07, 0.08, 0.08, 0.11, 0.11, 0.13, 0.07, 0.07, 0.11, 0.07, 0.07, -0.16, -0.16, 0.08, 0.07, 0.06, 0.01, -0.18, -0.14, 0.05, 0.08, 0.08, 0.03, -0.15, -0.15, 0.05, 0.07, 0.07, 0.01],
  "homo_energy_ev": -8.556,
  "gap_ev": 9.01,
  "de_lowest_kcal_mol": 0.0,
  "spin_multiplicity": 1,
  "fmax_ha_per_bohr": 0.04185,
  "energy_ev": -103808.0918
}